This record from the Open Molecules 2025 dataset describes 7 unconnected molecules or ions with the total composition C34H61N6O9PS. The level of theory is the ωB97M-V functional and the def2-TZVPD basis.

Element x y z (Å)
C (3.70579, -3.50522, 3.60252)
C (4.60614, -4.37654, 2.71685)
O (5.29703, -3.62878, 1.73540)
C (4.51946, -3.33578, 0.58399)
C (4.46379, -1.81693, 0.35358)
C (3.18709, -1.18116, 0.86071)
C (1.99877, -1.74230, 0.39147)
C (0.74423, -1.28480, 0.77922)
P (-0.61715, -2.25298, 0.08345)
S (-0.73623, -4.01579, 0.94697)
C (0.68423, -0.21114, 1.66285)
C (1.86305, 0.37263, 2.14382)
C (3.14071, -0.09461, 1.76033)
C (4.40532, 0.54552, 2.28045)
C (4.56578, 0.51051, 3.80196)
C (1.66171, 1.52888, 3.05849)
O (2.34207, 2.52211, 3.06925)
C (0.47803, 1.43005, 3.94658)
C (-0.63365, 0.86057, 3.49530)
C (-0.62131, 0.34098, 2.11527)
O (-1.58498, 0.42570, 1.39676)
H (4.03232, -2.47576, 3.50234)
H (3.82246, -3.79580, 4.64138)
H (2.65736, -3.59065, 3.32992)
H (4.03742, -5.19189, 2.26899)
H (5.36632, -4.83253, 3.34531)
H (3.52307, -3.75391, 0.71609)
H (4.96247, -3.81536, -0.28794)
H (5.35222, -1.41886, 0.81742)
H (4.49169, -1.65739, -0.72257)
H (2.05417, -2.57112, -0.30197)
H (-0.27621, -2.45155, -1.26060)
H (-1.82560, -1.55929, 0.06686)
H (5.29013, 0.10546, 1.84741)
H (4.40807, 1.58582, 1.96194)
H (5.58473, 0.81351, 4.03896)
H (3.92430, 1.20322, 4.32282)
H (4.44488, -0.48289, 4.22053)
H (0.54045, 1.84836, 4.93914)
H (-1.52155, 0.80824, 4.10602)
C (-0.07778, -6.79855, -3.02177)
N (0.10776, -5.42726, -2.59062)
C (1.02487, -4.53677, -3.01581)
C (2.01496, -4.98225, -4.06122)
O (1.04052, -3.39645, -2.55611)
H (-1.08143, -6.92482, -3.42948)
H (0.03949, -7.47193, -2.17124)
H (0.64500, -7.06652, -3.78431)
H (-0.51083, -5.06737, -1.87579)
H (2.67497, -4.15105, -4.28931)
H (2.61285, -5.81755, -3.69451)
H (1.49649, -5.27913, -4.97301)
C (1.42500, 1.54681, 9.16061)
N (2.18152, 0.94977, 8.07473)
C (2.13673, -0.33231, 7.62005)
C (1.18713, -1.28241, 8.31118)
O (2.84056, -0.68489, 6.68828)
H (0.82686, 2.37947, 8.78687)
H (2.10505, 1.92650, 9.92466)
H (0.76259, 0.81854, 9.61483)
H (2.83584, 1.53062, 7.57416)
H (1.26801, -2.25451, 7.83546)
H (1.44289, -1.38398, 9.36636)
H (0.15797, -0.93205, 8.22360)
C (-1.05152, 0.86455, -6.22917)
N (-1.33299, -0.55881, -6.31020)
C (-1.03088, -1.52103, -5.40599)
C (-0.31781, -1.08453, -4.15359)
O (-1.35579, -2.68703, -5.59907)
H (-1.99479, 1.40986, -6.24368)
H (-0.45529, 1.17620, -7.08923)
H (-0.51321, 1.10281, -5.31901)
H (-1.83462, -0.90076, -7.11398)
H (-0.17658, -1.94791, -3.51647)
H (0.66028, -0.66376, -4.39322)
H (-0.91679, -0.34241, -3.62009)
C (0.03621, 4.50460, 1.93209)
N (-1.10551, 4.52943, 2.83132)
C (-1.98011, 5.54229, 3.06382)
C (-1.76763, 6.83041, 2.30232)
O (-2.89637, 5.40525, 3.85877)
H (-0.09583, 3.70750, 1.19565)
H (0.94359, 4.30762, 2.49748)
H (0.14235, 5.44869, 1.40876)
H (-1.30064, 3.69887, 3.36784)
H (-2.54012, 7.53411, 2.59571)
H (-0.79263, 7.25973, 2.53506)
H (-1.83622, 6.65908, 1.22736)
C (-4.03695, 4.34036, -1.74889)
N (-3.58283, 3.39561, -2.75296)
C (-2.99387, 2.18412, -2.56255)
C (-2.76777, 1.74916, -1.13274)
O (-2.66507, 1.49881, -3.52032)
H (-5.10713, 4.52093, -1.86193)
H (-3.51234, 5.29018, -1.86639)
H (-3.85193, 3.96060, -0.75033)
H (-3.70000, 3.64091, -3.72320)
H (-2.29240, 0.77643, -1.12877)
H (-2.11836, 2.45556, -0.61542)
H (-3.71661, 1.67706, -0.60084)
C (-6.63444, 0.70501, -6.16608)
N (-5.37294, 1.41937, -6.22321)
C (-4.86573, 2.15404, -7.24831)
C (-5.68872, 2.25650, -8.51086)
O (-3.77654, 2.69420, -7.13664)
H (-7.24134, 1.08319, -5.34161)
H (-6.45247, -0.35790, -6.00102)
H (-7.18878, 0.82551, -7.09029)
H (-4.76378, 1.37349, -5.41854)
H (-5.14617, 2.86659, -9.22594)
H (-5.85468, 1.26953, -8.94389)
H (-6.65179, 2.72556, -8.30663)

Forces on atoms 1 to 2 (eV/Å):
0.163 -0.301 -0.301
-0.009 0.100 0.599

**LUMO**: -1.1 eV
**Calculated total energy**: -83741.39747 eV
**F_max**: 1.21 eV/A
**SMILES string**: CCOCCc1cc([PH2]=S)c2c(c1CC)C(=O)C=CC2=O.CNC(C)=O.CNC(C)=O.CNC(C)=O.CNC(C)=O.CNC(C)=O.CNC(C)=O

Mulliken atomic charge list, values in e, 99 entries:
1 C -0.31
2 C -0.45
3 O -0.48
4 C -0.55
5 C -1.14
6 C 0.20
7 C -0.63
8 C 0.54
9 P 0.66
10 S -0.49
11 C 0.47
12 C 1.15
13 C -0.04
14 C -0.88
15 C -1.18
16 C 0.08
17 O -0.65
18 C -0.70
19 C -0.83
20 C 0.03
21 O -0.53
22 H -0.33
23 H 0.43
24 H 0.25
25 H 0.29
26 H 0.41
27 H 0.45
28 H 0.39
29 H 0.25
30 H 0.44
31 H 0.34
32 H -0.14
33 H 0.06
34 H 0.32
35 H 0.46
36 H 0.46
37 H 0.28
38 H 0.21
39 H 0.58
40 H 0.55
41 C -1.00
42 N -0.03
43 C 0.98
44 C -1.67
45 O -0.62
46 H 0.31
47 H 0.31
48 H 0.37
49 H 0.09
50 H 0.34
51 H 0.42
52 H 0.42
53 C -0.91
54 N -0.15
55 C 0.83
56 C -1.37
57 O -0.61
58 H 0.29
59 H 0.30
60 H 0.34
61 H 0.23
62 H 0.30
63 H 0.38
64 H 0.37
65 C -0.57
66 N -0.11
67 C 0.63
68 C 0.00
69 O -0.72
70 H 0.08
71 H 0.32
72 H 0.26
73 H 0.23
74 H -0.39
75 H 0.39
76 H -0.02
77 C -0.74
78 N 0.01
79 C 0.82
80 C -1.26
81 O -0.66
82 H 0.19
83 H 0.20
84 H 0.41
85 H 0.07
86 H 0.31
87 H 0.36
88 H 0.31
89 C -0.94
90 N -0.13
91 C 0.66
92 C -0.76
93 O -0.56
94 H 0.30
95 H 0.30
96 H 0.36
97 H 0.26
98 H -0.07
99 H 0.18